Entry from the OMol25 dataset: a 18-piece molecular cluster, C54H126N18O18 overall in a non-equilibrium geometry (ωB97M-V with the def2-TZVPD basis set).

- Kohn-Sham gap (eV) = 9.2
- HOMO level (eV) = -8.7
- calculated total energy (Eh) = -4472.9961

Each line ends with the Mulliken charge.
CARTESIAN COORDINATES (ANGSTROEM)
C 0.55 -1.69 8.81  0.079
O 0.29 -2.58 9.58  -0.592
N -0.22 -1.46 7.72  0.209
C -1.48 -2.19 7.59  -0.758
C 0.03 -0.36 6.85  -0.177
H 1.39 -1.06 8.78  0.371
H -2.15 -1.79 6.83  0.072
H -2.03 -2.25 8.55  0.388
H -1.26 -3.27 7.36  0.287
H -0.62 0.51 6.91  0.179
H 1.07 -0.03 7.05  0.172
H 0.04 -0.69 5.80  -0.076
C -2.34 -4.49 -3.98  0.208
O -2.68 -3.29 -4.10  -0.594
N -2.44 -5.56 -4.77  0.235
C -1.85 -6.83 -4.36  -0.629
C -3.19 -5.64 -5.99  -0.965
H -1.76 -4.83 -3.14  0.160
H -1.47 -6.79 -3.31  -0.008
H -0.99 -7.07 -5.02  0.294
H -2.63 -7.56 -4.55  0.358
H -2.48 -5.67 -6.86  0.281
H -3.82 -6.56 -5.96  0.342
H -3.86 -4.74 -5.98  0.252
C -1.89 2.87 -6.59  -0.268
O -2.26 2.13 -5.71  -0.447
N -1.29 4.07 -6.54  0.342
C -1.27 4.74 -5.29  -0.033
C -1.08 4.88 -7.75  -1.135
H -1.92 2.51 -7.62  0.486
H -1.21 4.01 -4.51  -0.897
H -2.12 5.41 -5.12  0.389
H -0.31 5.32 -5.16  0.517
H -1.35 5.89 -7.48  0.409
H -0.13 4.74 -8.19  0.288
H -1.86 4.65 -8.48  0.435
C -1.44 3.07 -0.57  -0.801
O -0.72 2.45 0.19  -0.243
N -1.61 2.85 -1.90  0.961
C -2.75 3.51 -2.54  -1.357
C -0.95 1.67 -2.47  1.081
H -2.07 3.91 -0.27  0.363
H -3.59 3.69 -1.84  0.440
H -3.15 2.90 -3.34  0.318
H -2.46 4.42 -3.00  0.448
H 0.14 1.73 -2.34  -0.246
H -1.22 0.81 -1.90  -0.564
H -1.18 1.60 -3.57  -0.629
C -3.83 -5.88 -1.05  0.227
O -3.62 -6.84 -1.80  -0.624
N -3.44 -5.84 0.33  0.228
C -3.62 -4.71 1.22  -0.173
C -2.70 -6.95 0.83  -0.995
H -4.41 -5.00 -1.32  0.319
H -2.71 -4.40 1.65  -0.056
H -4.37 -4.90 2.00  0.339
H -3.97 -3.91 0.62  -0.225
H -2.58 -7.68 0.08  0.374
H -1.69 -6.55 1.10  0.206
H -3.11 -7.39 1.73  0.308
C -1.09 5.62 4.94  0.147
O -0.42 6.04 5.89  -0.693
N -1.66 6.35 3.98  0.263
C -2.40 5.72 2.95  -0.624
C -1.38 7.80 4.02  -1.063
H -1.31 4.50 4.81  0.301
H -3.52 5.82 3.18  0.232
H -2.05 4.68 2.77  0.028
H -2.20 6.14 1.96  0.337
H -0.79 8.05 3.19  0.379
H -2.33 8.38 4.02  0.303
H -0.74 8.03 4.85  0.339
C -1.46 1.16 4.36  -0.868
O -0.75 2.09 4.63  -0.528
N -2.63 0.85 4.98  1.164
C -3.30 -0.41 4.75  -1.049
C -3.25 1.74 5.90  -1.095
H -1.15 0.49 3.55  0.782
H -4.23 -0.26 4.19  0.321
H -3.48 -0.90 5.73  0.422
H -2.70 -1.01 4.03  0.046
H -3.11 1.42 6.92  0.303
H -2.83 2.72 5.72  0.166
H -4.36 1.74 5.62  0.327
C 1.88 1.91 3.06  0.408
O 2.64 0.97 3.38  -0.953
N 2.10 3.17 3.43  0.934
C 1.14 4.22 3.10  -1.543
C 3.12 3.59 4.38  -1.103
H 0.94 1.83 2.40  -0.100
H 0.90 4.86 3.90  0.767
H 0.27 3.84 2.68  0.218
H 1.49 4.87 2.30  0.329
H 2.69 3.50 5.37  0.322
H 3.94 2.89 4.30  0.285
H 3.47 4.67 4.13  0.309
C 2.48 -6.57 -4.09  0.046
O 2.70 -5.74 -4.93  -0.549
N 1.89 -6.33 -2.92  0.360
C 1.42 -4.99 -2.48  -0.674
C 1.47 -7.36 -2.04  -0.802
H 2.72 -7.63 -4.29  0.276
H 2.23 -4.29 -2.29  0.474
H 0.86 -5.09 -1.57  0.329
H 0.71 -4.53 -3.21  -0.272
H 0.39 -7.39 -1.80  0.235
H 1.71 -8.33 -2.55  0.288
H 1.92 -7.18 -1.06  0.302
C -3.76 -0.58 -2.80  0.373
O -3.55 -0.72 -1.58  -0.124
N -4.83 -1.00 -3.49  0.276
C -4.91 -0.71 -4.92  -0.649
C -5.60 -2.13 -2.97  -0.817
H -3.11 0.03 -3.44  -0.381
H -5.89 -0.22 -5.16  0.271
H -4.81 -1.58 -5.48  0.290
H -4.12 0.01 -5.27  0.126
H -5.01 -3.03 -3.14  0.072
H -5.78 -2.13 -1.94  0.058
H -6.53 -2.09 -3.46  0.552
C -1.93 -1.60 0.81  0.431
O -2.07 -1.00 1.82  -0.303
N -1.00 -1.46 -0.12  1.653
C -1.03 -2.37 -1.27  -0.515
C 0.24 -0.73 0.20  0.280
H -2.65 -2.43 0.58  -0.410
H -0.54 -3.35 -1.06  -0.220
H -0.56 -1.83 -2.13  -0.260
H -2.06 -2.49 -1.59  0.220
H 1.01 -1.41 -0.10  0.779
H 0.29 0.21 -0.42  -0.586
H 0.34 -0.38 1.22  -0.933
C 7.26 0.78 3.42  -0.030
O 7.32 0.94 2.22  -0.532
N 6.47 -0.07 4.09  0.194
C 6.34 0.04 5.56  -0.959
C 5.42 -0.78 3.33  -0.257
H 7.95 1.35 4.11  0.350
H 5.27 -0.04 5.79  0.225
H 6.71 0.95 6.01  0.435
H 6.79 -0.88 6.06  0.299
H 5.36 -1.82 3.64  0.383
H 4.45 -0.26 3.44  -0.033
H 5.73 -0.78 2.24  0.122
C 4.34 5.10 -0.10  -0.161
O 3.75 5.88 -0.88  -0.554
N 3.93 3.85 0.32  0.858
C 4.70 3.02 1.24  -0.752
C 2.76 3.23 -0.24  -0.147
H 5.36 5.30 0.19  0.395
H 5.30 2.36 0.60  0.471
H 4.19 2.46 1.97  -0.276
H 5.41 3.66 1.79  0.321
H 2.95 2.29 -0.75  0.020
H 2.01 3.05 0.57  -0.447
H 2.28 3.95 -0.88  0.129
C 3.73 -1.31 -0.34  0.482
O 3.27 -2.35 0.04  -0.749
N 4.99 -1.12 -0.84  0.444
C 5.55 0.13 -1.24  -0.443
C 5.85 -2.25 -1.29  -1.114
H 3.17 -0.36 -0.20  0.301
H 5.78 0.24 -2.31  0.366
H 6.53 0.30 -0.76  0.400
H 4.91 0.96 -0.94  -0.476
H 5.53 -3.26 -1.04  0.326
H 6.07 -2.31 -2.37  0.335
H 6.90 -2.05 -0.94  0.328
C -4.05 1.65 1.85  0.026
O -3.94 2.89 1.65  -0.723
N -5.09 0.93 1.33  0.443
C -5.25 -0.53 1.52  -0.104
C -6.19 1.55 0.57  -0.967
H -3.23 1.15 2.43  0.496
H -6.15 -0.60 2.19  0.393
H -4.39 -0.97 1.95  -0.275
H -5.50 -1.00 0.54  -0.104
H -5.86 2.54 0.28  0.275
H -6.38 0.88 -0.31  0.229
H -7.10 1.71 1.21  0.292
C 1.95 -0.19 -3.69  0.210
O 2.13 1.00 -3.56  -0.568
N 1.34 -0.66 -4.76  0.221
C 0.97 -2.07 -4.90  -1.164
C 0.94 0.31 -5.78  -0.703
H 2.35 -0.92 -2.98  0.239
H -0.12 -2.20 -4.65  0.380
H 1.58 -2.68 -4.19  0.202
H 1.25 -2.42 -5.85  0.506
H 0.53 -0.22 -6.65  0.354
H 0.19 0.90 -5.24  -0.001
H 1.70 1.02 -6.06  0.275
C 2.19 4.57 -3.46  0.564
O 1.18 5.21 -3.66  -0.727
N 3.48 4.82 -3.77  0.249
C 4.50 3.72 -3.73  -0.551
C 3.87 6.18 -4.19  -1.057
H 2.14 3.54 -3.07  -0.073
H 5.31 4.08 -3.16  0.410
H 4.67 3.34 -4.72  0.297
H 4.05 2.89 -3.20  -0.064
H 4.08 6.31 -5.24  0.338
H 3.08 6.83 -3.94  0.312
H 4.82 6.33 -3.64  0.303
C 0.50 -3.85 1.93  0.271
O -0.54 -4.39 1.57  -0.506
N 0.65 -3.29 3.16  0.188
C 1.86 -2.45 3.50  -1.394
C -0.38 -3.13 4.18  -0.780
H 1.40 -3.54 1.39  0.158
H 2.62 -2.73 2.81  0.481
H 2.09 -2.70 4.54  0.280
H 1.71 -1.40 3.31  0.510
H -0.44 -2.03 4.30  -0.040
H -1.26 -3.59 3.89  0.313
H 0.01 -3.54 5.11  0.452